(1)
An isolated molecule of C3H4N4. Source: OMol25; level of theory: wB97M-V/def2-TZVPD.

For the LUMO energy, the calculation gives 0.51 eV. For the gap between HOMO and LUMO, the calculation gives 9.38 eV.

```
11
Properties=species:S:1:pos:R:3:forces:R:3:nbo_charge:R:1
N 0.268893 1.606386 -0.644561 -2.8 -1.2 1.5 -0.4948
N -0.930975 1.535381 0.290436 2.1 4.8 -1.9 0.0461
N -1.565199 -1.726883 0.697523 1.7 -2.1 0.1 -0.6102
N -1.267252 0.538343 0.823342 -1.9 -2.5 0.1 -0.1435
C -0.784572 -0.749697 0.444120 1.3 -0.9 1.9 0.3081
C 1.056304 0.496372 -0.562520 -2.6 0.9 0.5 0.0339
C 0.621087 -0.574544 0.141432 3.1 -2.2 -0.5 -0.3750
H -1.049912 -2.721575 0.714873 -1.2 3.0 -0.6 0.3474
H 1.930255 0.351466 -1.083564 2.2 0.7 -0.9 0.2153
H 1.579629 -1.265679 0.286771 -3.0 0.6 -0.1 0.2335
H 0.141740 2.510431 -1.107852 1.1 -1.0 -0.1 0.4393
```
Positions in Å, forces in eV/Å.



(2)
A cluster of 2 separate species, C3H4N4 in total. Source: OMol25; level of theory: wB97M-V/def2-TZVPD.

The expectation value of S² is 2.014. The spin multiplicity is 3. For the LUMO energy (alpha / beta), the calculation gives 0.52 / -2.83 eV. For the gap between HOMO and LUMO (alpha / beta), the calculation gives 7.52 / 8.14 eV.

```
11
Properties=species:S:1:pos:R:3:forces:R:3:mulliken_spin:R:1
N -0.461165 -0.256432 1.529257 -0.5 -0.2 0.4 0.1844
N -0.952518 -0.295548 -1.254510 -2.0 -0.5 -2.2 1.0971
N 0.659307 2.456287 -0.301335 0.1 1.3 -0.4 0.2073
N 2.135211 -1.545456 -0.355008 0.9 -0.9 -0.5 0.1793
C 1.282093 -0.864907 -0.012409 -1.4 1.1 0.8 -0.0455
C 0.220717 0.010763 0.376682 3.7 1.1 2.5 0.5289
C 0.475942 1.377574 0.037711 -0.4 -1.9 0.6 -0.0835
H -1.186454 0.646920 -1.550765 -0.3 0.1 -0.5 -0.0362
H -1.214944 0.376892 1.748518 0.0 -0.1 0.0 0.0027
H -0.299245 -0.677511 -1.930879 0.0 -0.1 -0.5 -0.0393
H -0.658943 -1.228578 1.712737 -0.1 0.1 0.0 0.0049
```
Positions in Å, forces in eV/Å.



(3)
An isolated molecule of C3H4N4O. Source: OMol25; level of theory: wB97M-V/def2-TZVPD.

For the LUMO energy, the calculation gives -0.86 eV. For the gap between HOMO and LUMO, the calculation gives 9.00 eV.

```
12
Properties=species:S:1:pos:R:3:forces:R:3:nbo_charge:R:1
O -3.254842 -0.551744 0.064638 -1.7 -0.9 0.3 -0.4941
N 2.472636 -0.054163 0.076415 -0.5 -0.2 -1.1 -0.6300
N -0.233362 1.010753 -0.008657 -0.2 1.0 -0.6 -0.4709
N 1.286281 -0.811421 -0.125844 -0.7 -1.3 0.6 -0.4112
N -0.988779 -1.237846 -0.054426 -0.5 1.5 0.2 -0.5925
C -1.500899 1.093415 -0.089253 0.1 0.2 0.8 0.0824
C 0.000639 -0.374964 -0.069979 1.6 -1.7 0.4 0.5625
C -2.094931 -0.360726 0.009289 1.5 0.9 -1.0 0.5998
H 2.567612 0.652347 -0.666831 -0.2 -0.6 0.4 0.3684
H -2.032179 2.074643 -0.093387 0.3 -1.0 0.0 0.2152
H 1.307667 -1.869072 0.000004 0.6 2.1 -0.4 0.4112
H 2.470161 0.428780 0.958035 -0.3 0.1 0.4 0.3593
```
Positions in Å, forces in eV/Å.



(4)
An isolated molecule of C3H4N4O. Source: OMol25; level of theory: wB97M-V/def2-TZVPD.

For the LUMO energy, the calculation gives -0.27 eV. For the gap between HOMO and LUMO, the calculation gives 8.95 eV.

```
12
Properties=species:S:1:pos:R:3:forces:R:3:nbo_charge:R:1
O 0.209623 -1.124502 0.690590 -3.4 -1.2 -2.2 -0.5213
N 1.862997 -0.151960 -0.535142 -0.6 1.2 -0.9 -0.2356
N -0.770160 1.168480 -0.430556 -0.8 1.4 -1.3 -0.5622
N 1.662492 0.912450 0.288784 -6.1 0.5 1.0 -0.2325
N -1.668023 0.069006 -0.348526 2.5 -1.3 1.6 -0.2284
C 0.293176 1.278740 0.491560 4.8 0.4 0.5 0.2157
C -1.166373 -1.021098 0.222997 -1.8 1.3 -1.4 0.2577
C 1.034676 -1.139556 -0.446099 3.1 -0.1 2.1 0.2612
H 0.035697 1.848856 1.455009 1.0 -0.5 -1.6 0.1948
H -1.917558 -1.925302 0.177080 2.1 1.7 0.6 0.2170
H -1.139566 2.183784 -0.841077 0.7 -4.1 1.7 0.4266
H 1.563017 -2.098900 -0.724619 -1.6 0.7 -0.1 0.2071
```
Positions in Å, forces in eV/Å.



(5)
An isolated molecule of C3H4N4O. Source: OMol25; level of theory: wB97M-V/def2-TZVPD.

For the LUMO energy, the calculation gives -0.14 eV. For the gap between HOMO and LUMO, the calculation gives 8.72 eV.

```
12
Properties=species:S:1:pos:R:3:forces:R:3:nbo_charge:R:1
O -1.790918 -1.147020 -1.759198 -0.8 -1.1 0.6 -0.4921
N -2.006129 -0.809311 0.717507 -2.6 -1.8 -2.9 -0.5319
N -0.121925 0.314798 1.016853 5.2 0.0 -1.0 -0.4771
N -0.130788 -0.018564 -0.394402 -0.9 -2.3 -1.1 -0.2256
N 0.956507 -0.131110 -1.310366 0.5 1.7 3.6 -0.1680
C 2.078022 0.510181 -0.970871 -3.1 -0.4 -2.8 -0.2421
C -1.291448 -0.159569 1.522748 -0.7 2.3 1.6 0.2779
C -1.465013 -0.937878 -0.651988 3.4 4.1 3.5 0.7977
H -1.783132 0.468151 2.460584 1.6 -2.5 -2.0 0.2263
H 0.902824 0.110706 1.469963 -3.5 0.6 -1.0 0.4136
H 2.642770 0.553621 -1.987702 0.0 0.2 2.6 0.2329
H 2.009232 1.245995 -0.113129 0.9 -0.9 -1.1 0.1886
```
Positions in Å, forces in eV/Å.



(6)
An isolated molecule of C3H4N4O. Source: OMol25; level of theory: wB97M-V/def2-TZVPD.

For the LUMO energy, the calculation gives 0.06 eV. For the gap between HOMO and LUMO, the calculation gives 9.06 eV.

```
12
Properties=species:S:1:pos:R:3:forces:R:3:nbo_charge:R:1
O 0.380354 2.269958 2.039355 4.6 4.6 -3.5 -0.5865
N -0.017668 -0.335202 -0.190025 0.2 2.5 1.1 -0.0375
N -0.182733 -0.902585 1.003521 -1.3 0.1 0.9 -0.0785
N -0.009737 -0.831183 -1.473142 0.3 -2.0 1.1 -0.2376
N -0.144140 0.051627 1.975398 1.2 -0.8 -3.6 -0.2621
C -0.627786 -1.935391 -1.600752 -0.8 -1.6 -1.3 -0.0638
C 0.233742 1.210612 1.315474 -2.6 -4.5 -0.4 0.3538
C 0.227777 0.989820 -0.058018 1.3 1.0 1.4 -0.2092
H 1.116744 2.734464 1.218112 -3.2 -0.8 4.4 0.4772
H -1.440630 -2.382277 -0.856448 2.2 0.8 -1.4 0.2156
H -0.321115 -2.453393 -2.602253 -1.3 0.8 1.9 0.2050
H 0.785192 1.583550 -0.771221 -0.6 -0.2 -0.4 0.2236
```
Positions in Å, forces in eV/Å.



Calculated values (eV/Å) of maximum force for the records, taken in order: 5.523, 4.574, 2.397, 6.213, 6.355, 7.452.
Calculated values (kcal/mol) of energy above the lowest of the compared OMol25 structures with the same formula, charge and spin for the records, taken in order: 109.46, 1.22, 43.46, 147.34, 120.16, 119.02.